# 1
A 2-piece molecular cluster, C5H12NO2 overall at a distorted geometry, computed with wB97M-V/def2-TZVPD.

The geometry in XYZ format:
```
20
Properties=species:S:1:pos:R:3:forces:R:3:nbo_charge:R:1
C 0.38527 1.90304 0.29328 -0.4 -1.2 -0.1 -0.043
O -0.08064 0.65293 -0.15770 0.9 0.9 0.7 -0.993
C 1.26605 1.68301 1.53900 0.8 0.9 0.0 -0.556
N 1.85775 2.96883 2.05624 -0.7 -0.8 0.9 -1.158
H 1.02304 2.41034 -0.46305 -0.1 0.0 0.0 0.093
H -0.45441 2.59092 0.52759 0.3 0.0 0.1 0.104
H 0.65950 1.24245 2.33794 0.1 0.1 -0.2 0.163
H 2.02841 0.92944 1.24286 -0.4 0.4 0.2 0.143
H 2.33431 2.86074 2.98771 -0.4 -0.1 -1.1 0.209
H 2.49415 3.40125 1.40427 0.4 -0.1 -0.1 0.299
C -1.07684 -1.72381 -1.75216 -0.9 2.1 -0.4 -0.116
O -1.70958 -0.39249 -1.59985 0.5 -2.6 -0.5 -0.817
C -0.45475 -2.18226 -0.47750 -0.5 -2.4 0.3 -0.165
C -0.50985 -3.49616 -0.10722 -0.1 1.8 0.0 -0.564
H -0.30269 -1.65938 -2.54385 -0.1 0.0 0.2 0.146
H -1.85119 -2.44060 -2.08472 0.3 0.2 0.0 0.139
H -1.03844 0.11821 -0.96733 0.0 0.8 -0.1 0.509
H -0.02675 -1.37984 0.10839 0.2 0.1 0.3 0.272
H -0.18486 -3.81731 0.88693 0.2 0.0 -0.4 0.176
H -1.02291 -4.22440 -0.74234 0.2 0.1 0.2 0.158
```
Forces are in eV/Å.

Summary:
molecular weight = 118.2 g mol⁻¹
E_HOMO (spin up / spin down) = 4.26 / -0.67 eV
2S+1 = 2
ΔE to the lowest compared entry with this formula, charge and spin = 2.276 eV
total charge = -2



# 2
One molecule with the formula C4H5NO, computed with wB97M-V/def2-TZVPD.

The geometry in XYZ format:
```
11
Properties=species:S:1:pos:R:3:forces:R:3:nbo_charge:R:1
C -2.63102 -0.18327 -0.09999 0.4 0.0 0.1 -0.191
C -1.44090 -0.01552 -0.02344 -0.5 -0.1 0.0 -0.053
C -0.01402 0.16882 0.05452 0.0 0.2 0.1 0.043
C 0.55016 1.30727 0.46058 0.0 -0.1 -0.1 -0.415
N 0.69542 -0.98897 -0.37199 -0.2 0.0 0.2 -0.311
O 2.08230 -0.82282 -0.18544 0.2 -0.1 -0.1 -0.576
H -3.68858 -0.32291 -0.16174 0.2 0.0 0.0 0.238
H 1.62778 1.39987 0.49922 -0.1 0.0 0.0 0.224
H -0.06912 2.14417 0.75709 0.0 -0.1 -0.1 0.214
H 0.42665 -1.75252 0.24570 -0.1 -0.1 -0.2 0.351
H 2.44957 -1.10541 -1.03350 0.0 0.1 0.2 0.476
```
Forces are in eV/Å.

Summary:
molecular weight = 83.1 g mol⁻¹
SMILES = C#CC(=C)NO
E_HOMO = -8.83 eV
ΔE to the lowest compared entry with this formula, charge and spin = 4.024 eV
total charge = 0



# 3
One molecule with the formula C5H10S3 at a distorted geometry, computed with wB97M-V/def2-TZVPD.

The geometry in XYZ format:
```
18
Properties=species:S:1:pos:R:3:forces:R:3:nbo_charge:R:1
C -0.16812 -1.97326 -1.91638 -0.3 0.0 -1.2 -0.753
S 0.46519 -0.25455 -1.96061 0.1 -0.6 0.2 0.234
C -0.26583 0.32379 -0.40792 -0.5 0.1 -0.1 -0.584
S 0.23068 2.07475 -0.22999 -0.1 -0.2 0.1 0.248
C -1.06739 2.59997 0.90644 -1.0 0.2 0.0 -0.760
C 0.18816 -0.44239 0.81233 0.3 -0.3 0.3 -0.060
C 1.67574 -0.68735 0.98457 -0.6 0.3 -1.6 -0.704
S -0.89242 -1.00154 1.88321 -0.1 0.1 -0.1 0.039
H 0.21938 -2.60219 -1.10794 0.1 0.3 -0.1 0.217
H -1.28711 -1.89376 -1.79765 1.1 -0.4 -0.5 0.226
H 0.18827 -2.41213 -2.92142 -1.0 0.6 1.6 0.243
H -1.37584 0.27869 -0.52442 0.8 0.0 0.3 0.247
H -2.07909 2.51898 0.39426 1.2 0.1 0.8 0.223
H -1.05397 2.00283 1.84558 -0.1 0.4 -0.7 0.231
H -0.86172 3.66768 1.14257 -0.2 -0.7 -0.1 0.239
H 1.94393 -1.47170 0.23324 0.0 0.4 0.8 0.240
H 1.92794 -0.93958 1.99381 0.1 -0.4 0.4 0.238
H 2.21219 0.21177 0.67029 0.1 -0.1 0.1 0.238
```
Forces are in eV/Å.

Summary:
molecular weight = 166.3 g mol⁻¹
SMILES = CSC(SC)C(C)=S
E_HOMO = -8.62 eV
ΔE to the lowest compared entry with this formula, charge and spin = 0.765 eV
total charge = 0



# 4
A 2-piece molecular cluster, C32H30Cl2NO overall at a distorted geometry, computed with wB97M-V/def2-TZVPD.

The geometry in XYZ format:
```
66
Properties=species:S:1:pos:R:3:forces:R:3:nbo_charge:R:1
Cl -5.11945 2.33246 -3.44573 -0.3 0.1 -0.1 0.061
C -3.61414 1.72798 -2.90213 0.8 -0.3 0.2 -0.026
C -3.38420 0.34295 -2.89078 0.1 0.3 0.1 -0.248
C -2.14686 -0.13596 -2.48763 0.4 0.2 -0.1 -0.097
C -1.09096 0.75403 -2.15807 -0.8 0.4 0.5 -0.165
C 0.21518 0.22414 -1.88008 -0.1 -0.6 -0.5 -0.007
C 1.45123 0.75195 -2.37030 0.6 -0.1 0.2 -0.078
C 2.59900 -0.08685 -2.25545 -0.4 0.3 0.3 -0.121
C 3.86110 0.36235 -2.58779 0.1 0.3 -0.2 -0.252
C 4.02387 1.67530 -3.05925 -0.6 -0.5 0.4 0.017
Cl 5.59875 2.25596 -3.40622 0.0 0.0 0.0 0.073
C 2.90575 2.49914 -3.25226 -0.2 -0.1 -0.1 -0.244
C 1.62867 2.02988 -2.96441 0.4 -0.1 0.3 -0.156
C -1.37621 2.13791 -2.08459 -0.3 -0.3 -0.3 -0.176
C -2.61865 2.62364 -2.48464 0.1 -0.4 0.1 -0.233
H -4.16608 -0.33671 -3.22236 0.1 0.2 0.1 0.244
H -1.95606 -1.21169 -2.47799 -0.1 0.3 0.0 0.220
H 0.23715 -0.84936 -1.73226 0.0 0.2 0.0 0.210
H 2.46331 -1.10470 -1.87952 0.1 0.4 0.0 0.223
H 4.72755 -0.28517 -2.47912 -0.2 0.1 0.0 0.246
H 3.05316 3.49914 -3.65422 -0.1 -0.2 0.0 0.244
H 0.75868 2.63195 -3.21358 0.3 0.0 0.1 0.230
H -0.61123 2.82732 -1.72382 -0.3 -0.2 -0.1 0.222
H -2.81110 3.68950 -2.50422 -0.1 -0.1 0.1 0.241
C 4.88226 -3.65644 1.11805 -0.1 0.6 0.2 -0.255
O 4.94133 -2.22635 0.95870 -0.1 0.0 0.3 -0.490
C 3.87533 -1.46534 1.31370 -0.4 0.1 -0.3 0.337
C 3.88431 -0.12007 0.85952 0.7 -1.1 0.2 -0.274
C 2.71086 0.58661 0.81799 -0.7 -0.2 -0.1 -0.186
C 1.48908 -0.02659 1.20883 1.2 -0.5 0.4 -0.036
C 0.25780 0.52550 0.75193 0.0 0.9 -0.2 -0.338
C -0.98646 0.07441 1.26929 -0.5 0.3 0.3 0.349
N -1.84363 0.96046 1.84223 1.2 -1.1 -1.1 -0.350
C -1.36508 2.21558 2.43463 0.4 0.7 -0.3 -0.214
C -2.60256 2.87086 3.05694 0.2 -0.1 0.3 -0.418
C -3.82114 2.15338 2.47262 -0.2 -0.1 -0.4 -0.411
C -3.29595 0.84710 1.83792 -1.1 -0.1 0.5 -0.222
C -1.35234 -1.34925 1.13224 -0.2 -0.6 0.8 -0.062
C -0.68473 -2.17057 0.20394 -0.4 0.2 -0.5 -0.174
C -1.22782 -3.38345 -0.20451 0.1 -0.1 0.6 -0.223
C -2.31140 -3.91694 0.50165 -0.2 0.2 0.0 -0.165
C -2.82047 -3.23025 1.61270 0.3 0.0 0.1 -0.218
C -2.32363 -1.97084 1.95124 0.0 -0.1 -0.4 -0.189
C 1.59491 -1.20049 2.02187 -0.4 0.6 -0.4 -0.203
C 2.75502 -1.94953 2.03602 0.7 0.1 -0.3 -0.313
H 5.79245 -3.99779 0.63303 -0.1 -0.2 0.1 0.213
H 4.87951 -3.93079 2.17972 0.1 0.0 -0.2 0.186
H 3.99838 -4.08036 0.62405 0.1 0.2 0.1 0.181
H 4.81762 0.27471 0.45088 -0.3 -0.1 0.2 0.238
H 2.68311 1.61183 0.44420 0.1 -0.3 -0.1 0.219
H 0.30227 1.50132 0.26160 -0.1 0.1 0.9 0.225
H -0.58532 2.01498 3.18852 -0.3 -0.1 -0.4 0.225
H -0.90731 2.86790 1.67183 -0.2 -0.3 0.2 0.207
H -2.56142 2.73317 4.14208 -0.1 0.1 -0.2 0.221
H -2.61759 3.94379 2.85391 0.0 -0.2 0.1 0.234
H -4.55705 1.91451 3.24736 0.1 0.2 -0.2 0.230
H -4.31656 2.75459 1.70400 0.1 0.0 0.2 0.221
H -3.69298 0.67623 0.82321 0.4 0.1 0.3 0.221
H -3.64051 0.01003 2.44992 0.1 0.3 -0.2 0.210
H 0.27809 -1.85312 -0.18958 -0.5 0.1 -0.1 0.229
H -0.78552 -3.91272 -1.04875 0.0 0.0 0.4 0.228
H -2.73837 -4.87702 0.20645 0.1 0.3 0.1 0.232
H -3.60507 -3.67185 2.23089 0.3 0.1 -0.2 0.233
H -2.66122 -1.48598 2.87037 0.0 -0.2 -0.5 0.220
H 0.72468 -1.50770 2.60806 0.4 -0.2 -0.3 0.218
H 2.80864 -2.90872 2.56718 -0.1 0.5 -0.2 0.236
```
Forces are in eV/Å.

Summary:
molecular weight = 515.5 g mol⁻¹
E_HOMO = -9.33 eV
total charge = +1



# 5
One molecule with the formula C3H5NO4 at a distorted geometry, computed with wB97M-V/def2-TZVPD.

The geometry in XYZ format:
```
13
Properties=species:S:1:pos:R:3:forces:R:3:nbo_charge:R:1
C -0.81876 -0.04495 0.19596 3.4 2.9 3.6 -0.616
C 0.60648 -0.36370 -0.24863 -1.1 0.4 -2.0 -0.077
O 1.48453 -0.17684 0.82133 1.0 0.7 1.0 -0.492
C 2.77139 0.05413 0.58477 -0.4 0.3 1.4 0.850
O 3.41527 -0.00534 -0.40199 0.1 0.1 -0.8 -0.537
N 3.40039 0.17124 1.90033 -0.2 -0.5 1.0 0.043
O 4.28393 1.20866 2.09012 1.2 0.4 -0.9 -0.096
O 3.02588 1.27121 2.73252 -1.0 -0.5 -0.3 -0.110
H -1.18402 -0.77803 0.81530 -1.3 -2.2 0.8 0.213
H -0.75844 0.81637 1.00223 0.0 -1.1 -1.8 0.212
H -1.41106 0.28252 -0.56013 -1.9 0.5 -2.2 0.219
H 0.88319 0.33410 -1.11244 -0.1 -1.3 1.0 0.198
H 0.63831 -1.43587 -0.48431 0.3 0.4 -0.6 0.191
```
Forces are in eV/Å.

Summary:
molecular weight = 119.1 g mol⁻¹
SMILES = CCOC(=O)n1oo1
E_HOMO = -10.80 eV
ΔE to the lowest compared entry with this formula, charge and spin = 7.690 eV
total charge = 0



# 6
One molecule with the formula CH4N2O2S at a distorted geometry, computed with wB97M-V/def2-TZVPD.

The geometry in XYZ format:
```
10
Properties=species:S:1:pos:R:3:forces:R:3:nbo_charge:R:1
O 0.20809 1.98005 -0.08219 -0.1 -1.4 0.0 -0.586
C -0.06399 0.79538 -0.07817 1.1 -0.8 0.2 0.754
N -1.35602 0.33358 -0.30072 -0.2 0.0 -0.2 -0.356
O -1.60425 -1.01520 0.02208 0.0 0.1 0.1 -0.572
N 0.80457 -0.30780 0.10079 0.0 1.6 0.2 -0.823
S 2.42660 -0.22849 -0.24126 1.2 0.2 -0.2 0.204
H -1.99508 0.89988 0.20804 -0.8 0.5 0.2 0.373
H -1.88600 -1.39802 -0.81259 -0.1 -0.1 -0.2 0.481
H 0.41712 -1.21695 0.26768 -0.3 0.0 0.0 0.425
H 3.04897 0.15758 0.91635 -0.7 -0.1 -0.2 0.098
```
Forces are in eV/Å.

Summary:
molecular weight = 108.1 g mol⁻¹
SMILES = O=C(NO)NS
E_HOMO = -9.62 eV
ΔE to the lowest compared entry with this formula, charge and spin = 1.232 eV
total charge = 0



# 7
C17H11IO2PbS4Sb as an isolated structure, computed with wB97M-V/def2-TZVPD.

The geometry in XYZ format:
```
37
Properties=species:S:1:pos:R:3:forces:R:3:nbo_charge:R:1
Pb -1.66646 1.50252 0.68908 0.8 0.3 -0.1 1.067
S -3.18504 6.95838 1.09141 0.0 0.0 -0.2 -0.690
Sb -3.56278 4.97249 0.16256 0.4 -0.1 0.2 1.277
S -2.58524 2.31682 -1.85660 -0.3 -0.7 -0.2 -0.444
S -4.83328 3.43599 1.16376 -0.1 0.2 -0.3 -0.699
S -2.06920 4.21147 -1.59510 -0.2 0.6 0.5 -0.178
I -4.45346 -0.02312 0.54859 -0.3 -0.1 -0.1 0.232
C -3.47055 -1.82433 0.13925 0.1 0.1 0.1 -0.141
C -4.27649 -2.87869 -0.17854 0.1 -0.3 -0.1 -0.268
C -3.70714 -4.15297 -0.40597 -0.1 0.1 0.0 -0.224
C -2.36255 -4.31844 -0.27781 0.1 0.1 0.0 -0.180
C -1.51400 -3.22879 0.05269 0.0 0.0 0.0 -0.083
C -0.12134 -3.44482 0.20465 -0.1 0.0 0.0 -0.212
C 0.69139 -2.42360 0.58717 0.0 0.2 0.0 -0.194
C 0.15963 -1.12330 0.76808 0.1 -0.1 0.0 -0.252
C -1.16360 -0.82119 0.57115 -0.5 -0.2 -0.1 -0.405
C -2.04510 -1.91707 0.25581 0.0 -0.1 0.0 -0.040
H -5.34916 -2.74561 -0.25559 0.1 0.0 0.0 0.218
H -4.35002 -4.98784 -0.66170 0.0 0.0 0.0 0.207
H -1.91213 -5.29369 -0.42549 0.0 0.0 0.0 0.201
H 0.27367 -4.43911 0.02340 0.0 0.0 0.0 0.199
H 1.75311 -2.58969 0.73238 0.0 0.0 0.0 0.205
H 0.85229 -0.34234 1.06686 0.0 -0.1 -0.1 0.214
O 0.79509 2.12629 1.39664 0.2 -0.1 -0.1 -0.742
C 1.16716 1.89016 0.22093 -0.1 0.1 -0.1 0.743
O 0.36936 1.67445 -0.73504 0.1 -0.1 0.3 -0.752
C 2.65030 1.78934 -0.06040 0.0 0.0 0.1 -0.059
C 3.56822 2.43376 0.76348 0.0 -0.1 -0.1 -0.208
C 4.93168 2.26618 0.55420 -0.1 0.0 0.0 -0.215
C 5.38211 1.43889 -0.46901 -0.1 0.0 0.0 -0.223
C 4.46690 0.80253 -1.30062 -0.1 0.1 0.1 -0.226
C 3.10150 0.98031 -1.09765 0.1 0.0 0.0 -0.206
H 3.19215 3.05389 1.56722 0.0 0.0 0.0 0.231
H 5.64491 2.76638 1.19883 0.0 0.0 0.0 0.202
H 6.44564 1.27846 -0.60834 0.0 0.1 0.0 0.202
H 4.81635 0.16503 -2.10398 0.0 0.0 0.0 0.205
H 2.36605 0.49126 -1.72630 0.1 0.0 0.0 0.237
```
Forces are in eV/Å.

Summary:
molecular weight = 831.4 g mol⁻¹
E_HOMO = -4.94 eV
ΔE to the lowest compared entry with this formula, charge and spin = 0.690 eV
total charge = -1



# 8
C10H14O as an isolated structure at a distorted geometry, computed with wB97M-V/def2-TZVPD.

The geometry in XYZ format:
```
25
Properties=species:S:1:pos:R:3:forces:R:3:nbo_charge:R:1
C 1.84463 0.75477 -0.18939 0.0 1.2 0.4 0.481
C 0.77761 1.62251 -0.95308 -0.9 0.1 3.3 -0.503
C -1.72863 1.13725 -0.66846 -2.5 -2.2 -2.3 -0.513
C -0.39508 0.69727 -1.17821 0.6 -2.3 -3.0 -0.175
C 1.30253 -0.54853 0.17197 -0.9 2.1 -0.2 0.050
C -1.46785 0.39586 0.51919 3.0 -2.6 2.9 0.217
C -0.14241 -0.47659 -0.15620 -2.7 -1.2 -0.1 -0.141
C 2.20937 -1.67055 0.54242 -5.3 -0.7 1.1 -0.643
C -1.39743 0.90105 1.91297 -0.5 1.7 0.7 -0.721
C -0.80350 -1.80872 -0.57989 2.1 -1.6 -3.6 -0.618
O 2.96424 1.20799 0.04857 -0.6 -0.8 -0.2 -0.555
H 0.39372 2.50652 -0.24296 1.2 -1.6 -1.6 0.218
H 1.33782 1.95493 -1.76106 0.4 1.1 -1.7 0.244
H -1.80628 2.14385 -0.44861 -0.7 2.4 -0.2 0.215
H -2.62388 0.66056 -1.35102 1.9 1.6 1.7 0.221
H -0.58616 0.11146 -2.18675 1.2 1.7 1.3 0.216
H 1.56775 -2.45627 1.05614 1.2 0.6 -0.6 0.214
H 2.99187 -1.37877 1.10747 2.4 1.1 2.1 0.238
H 2.58916 -2.01919 -0.33399 1.1 -1.5 -2.6 0.231
H -0.60256 0.48671 2.58340 0.2 0.9 -1.2 0.245
H -2.20304 0.52922 2.54138 -1.0 0.0 -0.3 0.242
H -1.54515 2.07238 1.92252 0.7 -2.1 0.3 0.208
H -0.87516 -2.57545 0.14851 -0.4 -0.2 1.4 0.218
H -0.03069 -2.43411 -1.31875 -1.6 1.8 1.3 0.184
H -1.77088 -1.81415 -1.18616 1.2 0.6 1.0 0.226
```
Forces are in eV/Å.

Summary:
molecular weight = 150.2 g mol⁻¹
E_HOMO (spin up / spin down) = -7.88 / -7.59 eV
ΔE to the lowest compared entry with this formula, charge and spin = 6.277 eV
total charge = 0